1.
16
Properties=species:S:1:pos:R:3:forces:R:3:nbo_charge:R:1 method="wB97M-V/def2-TZVPD" lumo_energy_ev=-3.636 energy_ev=-77865.5406 charge=+1 homo_lumo_gap_ev=11.23 smiles="C=CC[C@]([NH3+])(O)Br"
C 1.974 -0.740 -0.110 0.444 -0.101 0.302 -0.42
C 1.240 -0.070 0.768 -0.167 0.000 0.054 -0.15
C -0.195 -0.416 1.069 0.172 -0.215 -0.014 -0.55
C -1.109 0.190 0.037 -0.793 4.590 0.373 0.36
N -0.625 -0.001 -1.346 0.230 0.302 -0.235 -0.78
O -0.963 1.916 0.010 0.087 -4.444 -0.437 -0.76
Br -2.988 -0.226 0.205 0.840 0.054 -0.104 0.17
H 2.996 -0.460 -0.306 0.136 0.109 -0.077 0.24
H 1.650 -1.659 -0.579 -0.182 -0.179 -0.053 0.20
H 1.639 0.795 1.276 0.077 0.117 -0.057 0.24
H -0.482 -0.072 2.063 -0.161 -0.003 -0.134 0.28
H -0.344 -1.501 1.041 -0.027 0.045 0.013 0.26
H 0.421 -0.159 -1.261 -0.641 0.129 -0.267 0.47
H -1.099 -0.764 -1.844 0.159 0.091 0.185 0.46
H -0.788 0.890 -1.847 0.024 -0.292 0.161 0.48
H -1.326 2.276 0.826 -0.197 -0.204 0.291 0.49

***

2.
14
Properties=species:S:1:pos:R:3:forces:R:3:nbo_charge:R:1 method="wB97M-V/def2-TZVPD" lumo_energy_ev=1.012 energy_ev=-16816.3452 charge=0 homo_lumo_gap_ev=11.54 smiles=CC(C)CCl
C 1.163 0.860 -0.441 -0.231 1.397 0.259 -0.62
C 0.080 0.162 0.379 -0.191 -0.615 0.184 -0.22
C 0.252 -1.388 0.484 -0.117 1.203 0.042 -0.62
C -1.391 0.507 -0.086 1.010 -1.069 0.773 -0.36
Cl -1.799 -0.351 -1.609 -0.176 0.025 -0.142 -0.09
H 1.149 0.607 -1.499 -0.277 0.121 -0.117 0.22
H 1.064 1.991 -0.287 0.126 -1.447 -0.529 0.20
H 2.164 0.601 -0.097 -0.034 -0.116 0.245 0.22
H 0.151 0.596 1.383 -0.104 -0.126 0.042 0.20
H 1.242 -1.799 0.741 -0.349 0.595 0.125 0.22
H -0.510 -1.708 1.174 -0.068 -0.512 0.516 0.20
H -0.035 -1.786 -0.462 -0.003 -0.515 -0.768 0.22
H -2.149 0.152 0.693 1.020 0.960 -1.132 0.22
H -1.380 1.555 -0.373 -0.605 0.099 0.503 0.22

***

3.
17
Properties=species:S:1:pos:R:3:forces:R:3:nbo_charge:R:1 method="wB97M-V/def2-TZVPD" lumo_energy_ev=-3.742 energy_ev=-32309.0364 charge=+1 homo_lumo_gap_ev=9.78 smiles=C[NH2+][C@H]1CN(Cl)[C@@H]1Cl
C 1.960 0.967 0.540 0.908 0.244 -2.440 -0.42
N 1.207 -0.259 0.316 -0.960 -2.701 0.379 -0.51
C -0.040 -0.113 -0.603 -2.158 1.097 2.471 -0.06
C -1.011 -1.287 -0.833 -0.117 1.691 1.653 -0.23
N -2.162 -0.426 -0.392 0.150 -1.098 0.360 -0.42
Cl -3.419 -1.203 0.499 0.260 0.254 -0.069 0.16
C -1.370 0.544 0.259 3.789 1.235 -0.700 -0.03
Cl -1.716 2.252 -0.109 -0.232 -0.388 0.123 0.01
H 2.098 1.271 -0.487 0.420 0.888 -0.184 0.22
H 1.352 1.656 0.995 -1.455 1.633 1.206 0.23
H 2.938 0.958 1.002 -0.028 -0.989 0.339 0.26
H 1.029 -0.730 1.250 -0.042 0.180 -1.562 0.45
H 1.725 -0.872 -0.325 0.592 -0.304 1.049 0.44
H 0.371 0.231 -1.517 0.031 1.280 -0.656 0.23
H -1.213 -1.538 -1.839 0.425 -0.982 -0.895 0.25
H -0.706 -2.016 -0.111 -0.523 -1.352 0.062 0.20
H -1.044 0.567 1.355 -1.060 -0.688 -1.136 0.21

***

4.
17
Properties=species:S:1:pos:R:3:forces:R:3:nbo_charge:R:1 method="wB97M-V/def2-TZVPD" lumo_energy_ev="-3.039 / -8.061" energy_ev=-32306.3197 s_squared=2.0076 charge=+1 homo_lumo_gap_ev="7.82 / 7.04" spin_multiplicity=3
C 0.833 0.025 0.251 2.019 2.390 -3.243 0.69
C -0.710 -2.413 0.770 0.430 -2.434 1.631 -0.73
C -0.260 1.829 -0.984 2.600 1.442 1.448 -0.40
C 0.229 -1.538 1.472 1.212 -3.353 4.585 -0.05
N 2.015 0.558 0.340 2.449 -1.181 3.329 -0.82
N -0.161 0.564 -0.339 -3.808 -2.556 0.389 -0.59
Cl -0.379 -0.728 2.889 0.184 -0.166 -0.721 0.13
Cl 1.896 -2.290 1.833 -1.749 1.001 -0.734 0.03
H -1.073 -3.251 1.504 0.433 1.463 -1.290 0.28
H -1.468 -1.746 0.574 -2.540 0.868 -0.612 0.22
H -0.393 -2.914 -0.136 0.517 0.177 -0.117 0.27
H -0.662 2.628 -0.368 -0.159 -0.030 -0.007 0.24
H -0.797 1.594 -1.810 -1.917 0.172 -2.616 0.23
H 0.749 2.068 -1.327 -0.168 0.488 -0.076 0.20
H 2.662 0.149 1.153 -1.657 1.223 -2.717 0.47
H 2.239 1.492 -0.005 -0.093 -0.084 0.216 0.42
H -1.077 0.019 -0.489 2.246 0.580 0.534 0.43

***

5.
20
Properties=species:S:1:pos:R:3:forces:R:3:nbo_charge:R:1 method="wB97M-V/def2-TZVPD" lumo_energy_ev="-1.091 / -1.014" energy_ev=-65521.0421 charge=0 homo_lumo_gap_ev="7.37 / 7.24" smiles="N=P(Cl)(Cl)Cl.C=CCC.O=S"
N -2.989 -1.293 0.997 -1.483 1.212 -0.117 -1.23
P -4.300 -0.784 0.350 -0.009 0.968 -0.392 1.51
Cl -4.830 1.116 0.837 0.408 -0.920 0.216 -0.19
Cl -4.402 -0.708 -1.738 0.022 -0.284 1.065 -0.25
Cl -6.048 -1.677 0.812 0.045 -0.349 -0.095 -0.22
H -2.617 -2.023 0.436 0.719 -0.940 -0.395 0.39
C -0.054 2.286 0.702 2.291 -3.006 0.606 -0.44
C 0.026 1.018 1.124 -2.393 0.336 -0.033 -0.13
C 1.075 0.040 0.790 -0.044 -1.716 0.742 -0.45
C 2.198 0.582 -0.028 0.296 2.511 -0.221 -0.61
H -0.727 2.942 1.052 -2.547 2.079 1.073 0.20
H 0.819 2.659 0.299 1.418 1.159 -1.468 0.19
H -0.863 0.690 1.684 0.562 -0.379 -0.080 0.21
H 0.690 -0.907 0.236 0.196 1.440 1.291 0.22
H 1.501 -0.276 1.817 -0.598 0.006 -1.549 0.22
H 2.029 0.690 -1.122 -0.397 0.231 0.765 0.21
H 2.552 1.593 0.418 -0.275 -1.731 -0.910 0.20
H 2.952 -0.135 0.037 1.736 -0.872 0.144 0.21
O -3.211 2.626 -0.993 0.529 -0.038 -0.211 -0.74
S -2.039 1.704 -1.033 -0.473 0.294 -0.430 0.69

***

6.
15
Properties=species:S:1:pos:R:3:forces:R:3:nbo_charge:R:1 method="wB97M-V/def2-TZVPD" lumo_energy_ev="-4.513 / -4.882" energy_ev=-18294.1134 charge=+1 homo_lumo_gap_ev="9.29 / 8.48"
C 0.127 -0.118 1.733 4.676 -0.064 0.876 -0.21
C 0.695 -1.282 1.076 4.316 0.717 -0.501 -0.20
C -0.897 -0.107 -0.462 2.084 -0.659 -1.525 -0.15
C 0.268 1.443 -2.276 0.741 1.102 2.534 -0.32
N 0.291 -0.147 0.271 2.077 2.403 1.047 -0.44
Cl 1.658 1.892 -1.304 -0.477 0.059 -0.584 0.04
H -0.808 -0.166 2.041 -4.197 -0.250 1.349 0.23
H 0.829 0.402 2.387 -0.294 0.651 -0.686 0.25
H 1.830 -1.518 0.969 -2.238 0.578 0.733 0.26
H 0.086 -2.065 0.976 -2.143 -3.152 -0.557 0.23
H -1.191 -1.056 -0.841 -0.618 -0.148 -0.486 0.22
H -1.380 0.778 -0.338 -2.055 1.850 0.221 0.21
H -0.281 2.307 -2.590 -0.487 -0.054 -0.162 0.23
H 0.443 0.569 -2.780 0.163 -1.646 -1.571 0.20
H 1.105 0.583 0.086 -1.545 -1.386 -0.687 0.44

***

7.
17
Properties=species:S:1:pos:R:3:forces:R:3:nbo_charge:R:1 method="wB97M-V/def2-TZVPD" lumo_energy_ev=0.665 energy_ev=-30631.0822 charge=0 homo_lumo_gap_ev=9.88 smiles="C[C@@H](CCl)/N=C/NS"
C 0.534 -0.376 2.255 0.671 0.506 -0.030 -0.65
C -0.329 -0.256 0.982 -0.174 0.663 0.563 -0.08
C -1.330 0.929 1.048 0.488 -0.431 0.317 -0.34
Cl -2.544 0.690 2.363 0.207 0.061 -0.223 -0.10
N 0.326 -0.095 -0.317 -0.712 -0.127 -0.624 -0.50
C 1.406 -0.649 -0.612 2.013 -0.747 1.567 0.30
N 2.033 -0.701 -1.876 -0.191 -0.025 1.804 -0.79
S 1.304 -0.072 -3.238 -0.038 0.040 -0.422 0.22
H 1.262 0.469 2.305 -0.586 -0.485 0.119 0.21
H 1.123 -1.296 2.317 -0.020 -0.010 -0.414 0.21
H -0.070 -0.418 3.176 -0.006 0.384 -0.530 0.24
H -0.966 -1.129 0.961 -0.135 -0.488 -0.339 0.20
H -1.866 0.965 0.106 -0.042 0.122 0.039 0.23
H -0.817 1.872 1.246 -0.106 -0.080 -0.070 0.21
H 2.033 -1.131 0.228 -0.550 0.328 -1.452 0.14
H 2.974 -1.098 -1.904 -0.747 0.255 -0.121 0.41
H 0.502 -1.122 -3.485 -0.073 0.033 -0.184 0.09

***

8.
17
Properties=species:S:1:pos:R:3:forces:R:3:nbo_charge:R:1 method="wB97M-V/def2-TZVPD" lumo_energy_ev=0.503 energy_ev=-30629.8274 charge=0 homo_lumo_gap_ev=9.17 smiles="C[C@H](Cl)CN(N)C=S"
C 1.014 -0.157 -1.633 -1.353 -3.029 0.023 -0.65
C 1.367 0.594 -0.396 0.097 1.108 0.792 -0.15
Cl 2.572 -0.154 0.823 -0.543 0.319 -1.212 -0.11
C 0.043 0.912 0.355 0.234 0.046 0.904 -0.28
N -0.704 -0.284 0.591 -1.146 0.920 -1.401 -0.26
N -0.392 -0.917 1.766 -1.483 -0.902 0.491 -0.67
C -1.873 -0.545 -0.042 0.789 0.337 2.295 -0.08
S -2.546 0.356 -1.217 -0.327 -0.444 -0.353 -0.14
H 0.594 0.575 -2.308 -0.240 0.164 -0.270 0.23
H 0.153 -0.877 -1.339 1.677 0.806 -1.105 0.22
H 1.803 -0.713 -2.197 -0.392 0.541 0.868 0.24
H 1.816 1.469 -0.859 0.498 0.532 1.233 0.23
H -0.031 1.348 1.387 1.450 0.330 -1.006 0.22
H -0.595 1.515 -0.243 -0.216 0.768 -0.947 0.25
H -0.683 -0.371 2.605 0.985 -0.500 -0.917 0.36
H 0.559 -1.125 1.582 1.155 -0.399 1.627 0.38
H -2.238 -1.310 0.647 -1.183 -0.597 -1.021 0.21